Formula: C2H13O5
Source: the Open Molecules 2025 dataset
Level of theory: wB97M-V/def2-TZVPD

```
! RIJCOSX wB97M-V def2-TZVPD def2/J DEFGRID3
* xyz -1 1
C -1.977 0.281 -0.657
O -2.616 -0.260 0.484
C -1.625 -0.830 -1.630
H -2.713 0.968 -1.089
H -1.074 0.840 -0.396
H -0.925 -1.482 -1.097
H -2.524 -1.434 -1.788
H -1.203 -0.524 -2.585
H 2.401 2.496 0.909
H 2.201 0.997 0.906
O 2.476 1.752 1.512
H 1.708 0.240 -1.168
H 1.230 -0.314 -2.502
O 1.513 0.506 -2.088
H 0.486 -0.707 1.131
H 2.352 -0.823 1.061
O 1.682 -0.595 0.412
H -1.914 -0.522 1.129
H -0.094 -0.251 2.546
O -0.338 -0.846 1.829
*
```

Summary:
- gap between HOMO and LUMO (eV) = 9.4
- energy above the lowest of the compared OMol25 structures with the same formula, charge and spin (kJ/mol) = 0.00
- E_HOMO (eV) = -5.43

Formula: C2H14N2O3
Source: the Open Molecules 2025 dataset
Level of theory: wB97M-V/def2-TZVPD

```
! RIJCOSX wB97M-V def2-TZVPD def2/J DEFGRID3
* xyz -1 2
C -0.311 -0.101 1.923
N -1.347 -0.203 0.880
C -1.161 0.828 -0.140
N -2.341 1.014 -0.968
H -0.227 -0.996 2.534
H -0.572 0.684 2.668
H 0.595 0.319 1.495
H -2.224 -0.131 1.355
H -0.859 1.762 0.341
H -0.338 0.567 -0.811
H -3.100 1.320 -0.384
H -2.600 0.123 -1.351
H -0.693 -1.998 -0.410
H -0.758 -2.282 -1.869
O -0.306 -2.598 -1.088
H 2.382 1.564 -1.484
H 1.925 2.971 -1.614
O 2.663 2.392 -1.880
H 2.446 -1.596 -0.148
H 3.420 -2.090 0.878
O 3.404 -1.547 0.071
*
```

Summary:
- gap between HOMO and LUMO (alpha / beta) (eV) = 2.9 / 9.6
- energy above the lowest of the compared OMol25 structures with the same formula, charge and spin (kJ/mol) = 52.15
- E_HOMO (alpha / beta) (eV) = 0.89 / -5.98

Formula: C2H14N2O3
Source: the Open Molecules 2025 dataset
Level of theory: wB97M-V/def2-TZVPD

```
! RIJCOSX wB97M-V def2-TZVPD def2/J DEFGRID3
* xyz 0 1
C 0.788 -1.978 1.283
N 0.529 -0.921 0.337
C -0.824 -0.356 0.409
N -0.971 0.686 -0.613
H 0.839 -2.962 0.804
H -0.080 -2.128 1.925
H 1.647 -1.802 1.923
H 0.681 -1.155 -0.633
H -1.512 -1.166 0.123
H -0.989 -0.094 1.446
H -1.182 1.592 -0.220
H -1.776 0.392 -1.149
H 1.295 -0.055 2.625
H 0.446 0.988 3.344
O 1.351 0.656 3.281
H -0.057 -0.632 -2.571
H 1.148 -1.524 -2.695
O 0.202 -1.563 -2.507
H -1.259 4.122 -2.150
H 0.069 4.069 -2.898
O -0.345 3.832 -2.064
*
```

Summary:
- gap between HOMO and LUMO (eV) = 9.1
- SMILES string = CNCN.O.O.O
- energy above the lowest of the compared OMol25 structures with the same formula, charge and spin (kJ/mol) = 138.87
- E_HOMO (eV) = -8.45